[1]
C32H64Cl2K2O8 as an isolated structure at a distorted geometry, computed with ωB97M-V/def2-TZVPD.

CARTESIAN COORDINATES (ANGSTROEM)
1 K 0.157 1.116 -0.821
2 H 0.759 3.798 0.759
3 C 2.791 0.100 -3.351
4 K -3.564 1.825 -2.404
5 H -1.208 -0.811 1.856
6 H -3.436 0.129 1.823
7 O -1.236 -5.356 3.910
8 H 1.595 -4.139 -0.424
9 C -2.901 -0.246 -5.768
10 H 2.284 4.689 4.005
11 C -3.851 -1.305 -3.899
12 H 0.524 5.657 6.105
13 H -1.940 -3.326 -1.888
14 C 1.463 5.264 -0.858
15 H -2.286 -5.073 1.283
16 O -3.603 -0.051 -4.534
17 C 0.549 5.102 5.120
18 H 3.088 5.681 -2.322
19 C -1.618 -4.000 4.164
20 C 0.640 -4.717 -2.339
21 H 1.081 1.926 -4.430
22 H -1.396 4.455 4.453
23 H -3.956 1.538 2.682
24 H 2.508 -1.529 -0.259
25 H -1.411 -1.822 -6.098
26 O -0.832 1.209 1.765
27 C -2.178 0.308 3.502
28 O 1.527 2.954 4.992
29 C 0.010 -2.826 -1.047
30 H 3.468 -0.768 -3.282
31 H 4.005 3.969 -0.671
32 H 2.934 -2.217 2.083
33 C 0.485 -0.145 -3.854
34 C -2.266 -3.598 2.873
35 C 2.656 0.907 1.932
36 H 0.153 -2.319 -0.088
37 C 2.468 4.869 -1.980
38 H 1.190 -5.675 -2.394
39 H -0.397 0.107 -3.309
40 H 3.645 3.096 -2.170
41 H -0.746 -3.458 4.378
42 H 4.564 0.265 2.632
43 C 1.670 4.149 0.145
44 H 3.191 0.866 -2.680
45 O 1.464 -0.322 -2.817
46 H 1.653 6.259 -0.374
47 H -3.542 0.090 -6.544
48 H -3.124 -6.221 3.789
49 C -2.129 1.805 1.637
50 H 1.887 1.303 2.571
51 H -2.605 -0.632 3.911
52 H -1.598 -2.963 2.219
53 H -3.845 -4.883 2.059
54 H -0.179 1.846 4.513
55 H 3.759 -0.303 -0.167
56 H -2.315 -3.853 5.020
57 O 2.020 0.145 0.811
58 C 3.190 3.684 -1.408
59 O -0.685 -4.966 -1.833
60 H -2.416 1.827 0.545
61 H 0.238 3.053 3.323
62 H -2.965 -2.315 -6.367
63 H 0.606 0.826 -5.802
64 H 4.486 -1.857 1.627
65 C 2.976 -0.808 0.393
66 H 0.331 -1.115 -4.343
67 C -0.592 4.030 5.035
68 C -0.977 0.013 2.580
69 H 3.195 -0.417 3.549
70 H 3.293 1.657 1.550
71 H -2.023 1.011 4.285
72 H -2.089 2.821 1.986
73 C -2.427 -1.708 -5.730
74 C -3.108 0.940 2.423
75 C 1.874 4.372 4.948
76 C 3.547 -0.167 2.580
77 H -3.896 -1.032 -2.749
78 H -0.959 3.833 6.021
79 H -1.663 -4.042 -0.217
80 H 1.910 4.552 -2.787
81 C 3.510 -1.418 1.638
82 H 0.453 5.109 -1.178
83 O 2.238 3.022 -0.637
84 C 0.193 2.876 4.418
85 H 1.948 -3.008 -1.860
86 C -2.665 -2.141 -4.285
87 H -1.920 -6.836 2.606
88 H 3.200 1.131 -5.206
89 C 1.244 -3.700 -1.402
90 Cl -1.159 3.202 -2.745
91 H -2.910 -3.190 -4.179
92 H -0.073 -1.996 -1.703
93 C -2.283 -5.947 3.182
94 H 0.018 -0.170 3.050
95 H -3.043 -2.810 3.046
96 H 0.566 5.938 4.330
97 H 2.565 4.593 5.800
98 C 2.511 0.425 -4.795
99 Cl -2.539 -0.658 -0.573
100 H -4.762 -1.714 -4.195
101 H 0.610 -4.445 -3.352
102 H -1.782 -1.880 -3.671
103 C -1.225 -3.774 -1.190
104 H 2.644 -0.517 -5.436
105 H -2.006 0.409 -5.823
106 H 2.479 4.441 0.913
107 C -2.724 -4.887 2.216
108 C 1.038 0.879 -4.796

total charge = 0
highest occupied orbital energy = -8.55 eV
multiplicity = 1
LUMO = -0.0026 eV
total energy = -108297.093 eV

Löwdin population analysis, charges in e, atoms 1 to 8:
1. K 0.5368
2. H 0.1386
3. C -0.1469
4. K 0.5589
5. H 0.0735
6. H 0.0394
7. O -0.1201
8. H 0.1323


[2]
C32H64ClN2O10 as an isolated structure at a distorted geometry, computed with ωB97M-V/def2-TZVPD.

CARTESIAN COORDINATES (ANGSTROEM)
1 H -0.148 0.760 0.207
2 C -1.440 2.643 -1.521
3 H -1.282 0.452 1.516
4 H -2.195 -1.831 3.455
5 H 0.350 -4.734 1.744
6 C 0.398 4.087 1.713
7 O 5.169 1.032 1.718
8 H 2.300 -0.025 -1.122
9 H 0.827 -3.025 -1.957
10 H -4.410 5.130 -3.322
11 H 4.597 -0.839 -3.037
12 O 2.626 0.509 0.967
13 O -0.864 -3.466 0.929
14 H 7.406 -1.404 -5.279
15 H -1.051 1.443 -1.715
16 H -3.182 -0.463 2.848
17 H 6.430 2.685 2.066
18 H 3.524 2.875 3.955
19 H -5.119 4.186 -2.174
20 C 3.412 -1.986 -3.940
21 H 7.195 -1.357 -3.775
22 O -1.416 0.010 3.702
23 H -2.961 -1.776 -2.766
24 C -0.141 3.015 0.767
25 C 1.819 0.082 -0.114
26 H -2.178 -5.058 0.767
27 H 1.023 0.053 -2.253
28 H -2.522 -1.004 5.581
29 N 1.733 2.362 2.638
30 C 2.573 2.043 3.803
31 H -5.566 1.361 6.135
32 H 1.343 0.199 1.936
33 H -2.672 -0.944 -4.241
34 H 5.761 1.945 3.570
35 C -4.053 -1.320 0.184
36 H -5.266 1.147 -2.810
37 H 1.637 -3.845 -3.246
38 H -3.931 -1.551 4.844
39 O 2.559 -2.311 -2.724
40 C -2.536 -0.805 3.647
41 H 0.240 5.076 1.457
42 C -3.202 -0.662 4.827
43 O -2.838 -2.051 0.003
44 H -4.908 -0.240 6.532
45 H 1.887 4.462 2.942
46 C -2.308 3.171 -2.436
47 H -4.572 3.694 -3.655
48 H 1.177 -0.483 -3.981
49 H -3.802 -4.054 -0.131
50 H 3.247 -2.856 -4.650
51 C -2.673 5.183 -1.215
52 H -3.239 6.037 -0.968
53 C 4.662 -1.855 -3.607
54 H -1.705 5.581 0.663
55 H -5.093 -0.758 -2.584
56 C -1.982 -4.217 0.299
57 C -0.737 -0.031 2.508
58 H 5.007 -2.743 -2.994
59 H -3.706 0.916 6.990
60 C 1.320 -2.896 -2.972
61 H 4.932 -0.806 2.709
62 C -1.054 3.460 -0.368
63 H -4.746 0.237 -4.125
64 H -4.793 -1.067 -0.697
65 H 0.674 -2.434 -3.917
66 C 0.833 0.303 -3.284
67 C 6.767 -1.897 -4.492
68 H 0.236 0.364 2.620
69 C 6.079 1.716 2.608
70 C 1.327 3.649 2.561
71 Cl 0.693 -1.990 0.239
72 H 4.250 -0.874 0.616
73 C 1.213 1.310 1.952
74 H -1.601 -4.427 -0.762
75 H 3.064 -1.131 2.033
76 H -0.815 -1.853 -3.245
77 H 1.569 1.253 -3.596
78 C -2.601 -0.986 -3.176
79 C 4.381 0.075 2.362
80 H 3.633 0.564 3.084
81 O 5.382 -1.699 -4.785
82 H 2.085 2.205 4.851
83 C -2.988 -3.457 0.479
84 C 0.181 1.567 1.038
85 H 1.257 -0.987 0.291
86 O -3.210 0.250 -2.697
87 H -3.983 -0.229 0.499
88 C -4.363 4.340 -2.803
89 H -0.996 -0.918 -1.976
90 H -3.267 -3.482 1.516
91 H 7.024 -2.954 -4.196
92 O -3.688 0.566 5.072
93 C -4.588 0.157 -2.944
94 C 0.361 -4.142 1.063
95 H 0.967 -3.274 1.229
96 H -0.381 -1.152 2.264
97 H 1.150 0.667 -0.307
98 C -4.577 0.612 6.164
99 N -3.032 4.269 -2.218
100 O -0.640 0.325 -3.491
101 C -1.798 4.830 -0.218
102 H 2.981 -0.972 -4.562
103 C -1.219 -0.861 -2.907
104 H -4.704 -2.055 0.853
105 H 2.955 1.060 3.819
106 C 3.589 -0.430 1.411
107 H 6.758 0.989 2.929
108 H -2.537 2.410 -3.234
109 H 0.707 -4.647 0.009

total charge = -1
ΔE to the lowest compared entry with this formula, charge and spin = 1299.29 kJ/mol
highest occupied orbital energy = -1.31 eV
multiplicity = 1
LUMO = 2.6183 eV
total energy = -70160.044 eV

Löwdin population analysis, charges in e, atoms 1 to 8:
1. H 0.1395
2. C -0.0506
3. H 0.1611
4. H 0.1431
5. H -0.0293
6. C -0.0227
7. O -0.1304
8. H 0.0859